Entry 1:
{
  "formula": "C26H17F3N2O3S",
  "method": "the ωB97M-V functional and the def2-TZVPD basis",
  "species": ["C", "C", "C", "C", "C", "C", "N", "C", "C", "C", "C", "C", "C", "C", "C", "C", "O", "C", "C", "H", "H", "H", "H", "H", "H", "H", "H", "H", "H", "H", "H", "H", "F", "C", "F", "F", "S", "N", "C", "O", "C", "C", "C", "C", "C", "C", "C", "O", "H", "H", "H", "H"],
  "positions_angstrom": [[5.12, -1.02, 1.68], [4.94, 0.37, 1.70], [3.66, 0.91, 1.84], [2.53, 0.07, 1.93], [1.16, 0.72, 2.02], [0.01, -0.05, 1.73], [-1.28, 0.43, 1.84], [-1.53, 1.78, 1.81], [-2.82, 2.29, 1.73], [-3.92, 1.45, 1.76], [-3.72, 0.06, 1.85], [-2.39, -0.45, 1.89], [-2.17, -1.82, 1.94], [-3.25, -2.72, 1.96], [-4.57, -2.23, 1.95], [-4.81, -0.86, 1.88], [1.12, 1.92, 2.37], [2.73, -1.32, 1.98], [4.00, -1.87, 1.81], [6.11, -1.45, 1.57], [5.80, 1.03, 1.61], [3.53, 1.98, 1.87], [0.15, -1.03, 1.27], [-0.67, 2.42, 1.84], [-2.91, 3.37, 1.63], [-4.92, 1.86, 1.68], [-1.16, -2.21, 1.98], [-3.06, -3.79, 1.99], [-5.41, -2.93, 2.00], [-5.83, -0.48, 1.84], [1.86, -1.95, 2.14], [4.13, -2.95, 1.78], [2.70, 2.00, 5.48], [1.89, 1.12, 6.13], [2.19, -0.15, 5.69], [2.14, 1.18, 7.46], [0.17, 1.55, 5.76], [-0.56, 0.42, 6.84], [-0.85, 0.67, 8.22], [-0.69, 1.72, 8.81], [-1.39, -0.63, 8.71], [-1.49, -1.51, 7.64], [-1.93, -2.82, 7.81], [-2.27, -3.23, 9.11], [-2.15, -2.33, 10.20], [-1.71, -1.02, 10.00], [-1.02, -0.84, 6.39], [-1.02, -1.23, 5.23], [-1.99, -3.49, 6.95], [-2.61, -4.24, 9.29], [-2.41, -2.68, 11.20], [-1.60, -0.30, 10.82]],
  "spin_multiplicity": 1,
  "lumo_energy_ha": -0.02588,
  "total_energy_ha": -2033.99916,
  "orbital_gap_ha": 0.2321,
  "total_charge": 0,
  "e_above_lowest_ev": 0.000
}

=====

Entry 2:
{
  "formula": "C5H12N3O",
  "method": "the ωB97M-V functional and the def2-TZVPD basis",
  "species": ["C", "C", "C", "C", "C", "N", "N", "N", "O", "H", "H", "H", "H", "H", "H", "H", "H", "H", "H", "H", "H"],
  "positions_angstrom": [[5.07, 0.06, 0.50], [2.81, -0.41, 0.08], [-1.30, -0.17, -1.46], [-0.91, 1.17, 0.58], [-2.34, -0.86, 0.58], [4.09, -0.36, -0.26], [1.78, 0.13, -0.30], [-1.12, -0.20, 0.02], [-0.08, -0.97, 0.33], [5.95, 0.22, -0.08], [4.86, 0.44, 1.52], [2.64, -1.30, 0.84], [-2.15, 0.60, -1.76], [-0.36, 0.10, -1.99], [-1.69, -1.14, -1.84], [0.16, 1.39, 0.31], [-1.68, 1.78, 0.33], [-0.98, 1.12, 1.67], [-2.29, -0.91, 1.65], [-3.29, -0.40, 0.37], [-2.28, -1.82, 0.14]],
  "spin_multiplicity": 1,
  "lumo_energy_ha": [-0.23287, -0.18675],
  "total_energy_ha": -436.71098,
  "orbital_gap_ha": [0.2688, 0.3297],
  "total_charge": 1,
  "e_above_lowest_ev": 8.648
}

=====

Entry 3:
{
  "formula": "C16H35B2F4LaN4O11P4",
  "method": "the ωB97M-V functional and the def2-TZVPD basis",
  "species": ["La", "C", "C", "N", "O", "B", "F", "F", "O", "N", "C", "C", "C", "N", "O", "B", "F", "F", "O", "N", "C", "C", "C", "H", "H", "H", "H", "H", "H", "H", "H", "H", "H", "H", "H", "C", "P", "C", "C", "C", "P", "C", "C", "H", "H", "H", "H", "H", "H", "H", "H", "H", "H", "H", "H", "H", "H", "H", "H", "C", "C", "O", "P", "O", "O", "O", "P", "O", "O", "O", "H", "H", "H", "H", "H", "H", "H"],
  "positions_angstrom": [[-0.21, 0.84, 0.50], [-2.43, 4.42, -1.34], [-1.53, 3.24, -1.43], [-0.45, 3.02, -0.77], [-0.04, 3.94, 0.15], [1.19, 3.59, 0.81], [1.65, 4.55, 1.60], [0.69, 2.36, 1.87], [2.25, 2.90, 0.09], [1.91, 1.72, -0.48], [2.81, 1.11, -1.14], [4.20, 1.62, -1.35], [2.36, -0.19, -1.72], [1.25, -0.65, -1.29], [0.94, -1.88, -1.93], [-0.53, -0.16, -3.88], [-0.59, -1.20, -4.70], [0.38, 0.78, -4.12], [-1.47, -0.05, -2.92], [-1.38, 0.99, -1.98], [-1.79, 2.13, -2.39], [-2.42, 2.42, -3.70], [3.20, -0.88, -2.74], [-2.15, 5.03, -0.49], [-3.46, 4.10, -1.23], [-2.35, 5.01, -2.25], [4.36, 2.47, -0.69], [4.33, 1.95, -2.38], [4.94, 0.86, -1.14], [-2.65, 1.51, -4.25], [-1.75, 3.04, -4.30], [-3.34, 2.99, -3.57], [4.24, -0.58, -2.68], [2.84, -0.62, -3.74], [3.13, -1.96, -2.64], [3.44, -0.77, 1.80], [1.66, -1.21, 1.71], [1.43, -1.87, 3.41], [1.84, -2.85, 0.81], [0.51, -3.50, 0.37], [0.07, -3.12, -1.35], [-1.68, -3.00, -1.73], [0.71, -4.38, -2.45], [4.02, -1.58, 2.25], [3.56, 0.13, 2.40], [3.84, -0.56, 0.80], [2.23, -2.58, 3.64], [0.47, -2.37, 3.50], [1.47, -1.05, 4.12], [2.36, -3.53, 1.49], [2.51, -2.70, -0.04], [-0.31, -3.20, 1.01], [0.58, -4.59, 0.41], [-2.15, -3.94, -1.42], [-1.80, -2.87, -2.80], [-2.16, -2.18, -1.20], [0.05, -5.25, -2.41], [1.72, -4.67, -2.18], [0.71, -3.98, -3.47], [-2.45, -0.08, 4.55], [-1.89, 0.24, 3.19], [-0.46, 0.40, 3.18], [-2.58, 1.78, 2.44], [-4.11, 1.95, 2.70], [-1.89, 2.86, 3.35], [-2.19, 1.89, 1.00], [-2.40, -0.96, 1.85], [-2.40, -2.42, 2.51], [-3.74, -0.52, 1.41], [-1.27, -1.02, 0.82], [-2.30, 0.75, 5.24], [-1.97, -0.97, 4.96], [-3.53, -0.26, 4.48], [-0.25, 1.11, 3.80], [-4.66, 1.34, 2.18], [-1.85, 3.78, 3.03], [-3.28, -2.67, 2.85]],
  "spin_multiplicity": 1,
  "lumo_energy_ha": -0.22252,
  "total_energy_ha": -3523.61324,
  "orbital_gap_ha": 0.3176,
  "total_charge": 2,
  "e_above_lowest_ev": 0.000
}

=====

Entry 4:
{
  "formula": "C6H24O6",
  "method": "the ωB97M-V functional and the def2-TZVPD basis",
  "species": ["C", "O", "H", "H", "H", "H", "C", "O", "H", "H", "H", "H", "C", "O", "H", "H", "H", "H", "C", "O", "H", "H", "H", "H", "C", "O", "H", "H", "H", "H", "C", "O", "H", "H", "H", "H"],
  "positions_angstrom": [[-0.88, 0.04, -0.13], [0.22, 0.46, 0.75], [-1.38, -0.80, 0.30], [-0.57, -0.21, -1.09], [-1.33, 0.83, 0.10], [0.82, -0.23, 0.79], [-1.10, 2.78, 3.19], [-0.32, 2.91, 2.02], [-1.07, 1.83, 3.69], [-2.07, 2.93, 3.06], [-0.82, 3.40, 3.95], [-0.51, 2.15, 1.61], [2.37, -0.70, -3.05], [1.16, -0.13, -3.41], [2.38, -1.74, -3.11], [2.60, -0.46, -1.98], [3.22, -0.38, -3.70], [1.09, -0.43, -4.45], [-1.07, -1.86, 3.40], [-2.29, -2.61, 3.82], [-0.89, -1.07, 4.01], [-1.30, -1.74, 2.47], [-0.35, -2.51, 3.43], [-2.34, -2.59, 4.79], [-1.32, 2.95, -3.66], [-1.44, 1.63, -3.22], [-0.83, 3.35, -2.66], [-2.33, 3.37, -3.63], [-0.84, 3.18, -4.60], [-0.71, 1.13, -3.29], [1.80, -2.79, 0.00], [2.10, -1.71, 0.80], [1.29, -3.46, 0.61], [2.74, -3.14, -0.57], [1.02, -2.77, -0.69], [2.95, -1.60, 0.44]],
  "spin_multiplicity": 1,
  "smiles": "CO.CO.CO.CO.CO.CO",
  "lumo_energy_ha": 0.01332,
  "total_energy_ha": -694.15191,
  "orbital_gap_ha": 0.3692,
  "total_charge": 0,
  "e_above_lowest_ev": 8.177
}

=====

Entry 5:
{
  "formula": "C6H7NS",
  "method": "the ωB97M-V functional and the def2-TZVPD basis",
  "species": ["C", "C", "C", "C", "C", "C", "N", "S", "H", "H", "H", "H", "H", "H", "H"],
  "positions_angstrom": [[-1.61, 1.15, -0.04], [-2.93, 1.18, -0.12], [-1.17, -0.19, 0.16], [-2.09, -1.22, 0.23], [0.31, -1.80, 0.51], [1.29, 0.15, -0.45], [0.14, -0.60, 0.11], [-3.57, -0.45, 0.07], [-0.92, 1.92, -0.14], [-3.68, 2.07, 0.05], [-0.50, -2.53, 0.69], [1.37, -2.04, 0.65], [2.13, -0.65, -0.35], [0.96, 0.65, -1.41], [1.68, 0.95, 0.19]],
  "spin_multiplicity": 1,
  "lumo_energy_ha": [-0.01169, -0.01171],
  "total_energy_ha": -685.59855,
  "orbital_gap_ha": [0.2695, 0.2694],
  "total_charge": 0,
  "e_above_lowest_ev": 4.662
}

=====

Entry 6:
{
  "formula": "C35H26F3N5O11SV",
  "method": "the ωB97M-V functional and the def2-TZVPD basis",
  "species": ["V", "O", "C", "N", "C", "O", "C", "C", "C", "C", "C", "N", "C", "C", "C", "C", "C", "N", "H", "H", "H", "H", "H", "H", "H", "H", "F", "C", "F", "F", "S", "O", "O", "O", "C", "C", "C", "C", "C", "C", "N", "C", "C", "C", "C", "C", "C", "C", "O", "O", "C", "C", "H", "H", "H", "H", "H", "H", "H", "H", "H", "H", "H", "H", "H", "H", "O", "C", "O", "C", "C", "C", "C", "C", "C", "N", "O", "O", "H", "H", "H", "H"],
  "positions_angstrom": [[0.73, 0.60, -1.53], [3.66, -0.37, 1.00], [3.12, 0.10, 0.05], [1.93, 0.90, 0.03], [1.42, 1.36, 1.25], [2.02, 1.43, 2.29], [0.02, 1.81, 1.07], [-0.72, 2.38, 2.08], [-2.01, 2.80, 1.78], [-2.49, 2.64, 0.49], [-1.69, 2.04, -0.47], [-0.45, 1.64, -0.16], [3.61, 0.00, -1.35], [4.90, -0.35, -1.71], [5.25, -0.22, -3.04], [4.31, 0.25, -3.95], [3.03, 0.54, -3.52], [2.70, 0.39, -2.23], [-0.27, 2.49, 3.06], [-2.63, 3.25, 2.54], [-3.49, 2.95, 0.22], [-2.03, 1.89, -1.47], [5.59, -0.68, -0.94], [6.25, -0.46, -3.37], [4.55, 0.40, -4.99], [2.25, 0.88, -4.19], [-2.03, 0.10, -5.49], [-0.77, -0.17, -5.19], [-0.04, 0.95, -5.28], [-0.29, -1.07, -6.02], [-0.67, -0.78, -3.46], [-1.38, -2.00, -3.39], [0.79, -0.81, -3.16], [-1.12, 0.36, -2.63], [-4.47, -3.54, 6.40], [-4.57, -3.64, 4.90], [-5.67, -4.28, 4.32], [-5.78, -4.38, 2.94], [-4.79, -3.86, 2.13], [-3.70, -3.22, 2.70], [-2.71, -2.67, 1.83], [-1.46, -3.17, 1.68], [-1.06, -4.32, 2.40], [0.21, -4.82, 2.26], [1.15, -4.22, 1.41], [0.79, -3.11, 0.70], [-0.50, -2.56, 0.82], [-0.87, -1.38, 0.07], [-1.93, -0.81, 0.03], [0.19, -0.85, -0.66], [-3.58, -3.09, 4.08], [-2.40, -2.39, 4.70], [-5.25, -4.13, 6.88], [-4.58, -2.51, 6.73], [-3.51, -3.90, 6.76], [-6.43, -4.70, 4.95], [-6.64, -4.88, 2.50], [-4.85, -3.95, 1.05], [-2.97, -1.92, 1.21], [-1.77, -4.80, 3.04], [0.48, -5.71, 2.81], [2.14, -4.64, 1.31], [1.50, -2.64, 0.04], [-1.68, -3.10, 5.11], [-2.72, -1.74, 5.52], [-1.87, -1.77, 3.97], [-0.62, 3.93, -2.36], [0.49, 3.48, -2.39], [0.71, 2.14, -2.37], [1.73, 4.30, -2.52], [2.97, 3.84, -2.09], [4.09, 4.64, -2.23], [3.94, 5.88, -2.83], [2.71, 6.37, -3.25], [1.60, 5.57, -3.09], [5.14, 6.73, -3.01], [6.19, 6.29, -2.58], [4.99, 7.78, -3.58], [3.05, 2.88, -1.62], [5.06, 4.33, -1.90], [2.65, 7.35, -3.70], [0.62, 5.91, -3.40]],
  "spin_multiplicity": 1,
  "lumo_energy_ha": -0.21514,
  "total_energy_ha": -4092.38756,
  "orbital_gap_ha": 0.1621,
  "total_charge": 1,
  "e_above_lowest_ev": 0.000
}